{"formula": "C80H208N16O24", "method": "ωB97M-V with the def2-TZVPD basis set", "gap_ev": 8.87, "energy_ev": -159294.7181, "e_homo_ha": -0.3070, "charge": 0, "multiplicity": 1, "symbols": ["O", "O", "O", "O", "O", "O", "O", "O", "O", "O", "O", "O", "O", "O", "O", "O", "O", "O", "O", "O", "O", "O", "O", "O", "N", "N", "N", "N", "N", "N", "N", "N", "N", "N", "N", "N", "N", "N", "N", "N", "C", "C", "C", "C", "C", "C", "C", "C", "C", "C", "C", "C", "C", "C", "C", "C", "C", "C", "C", "C", "C", "C", "C", "C", "C", "C", "C", "C", "C", "C", "C", "C", "C", "C", "C", "C", "C", "C", "C", "C", "C", "C", "C", "C", "C", "C", "C", "C", "C", "C", "C", "C", "C", "C", "C", "C", "C", "C", "C", "C", "C", "C", "C", "C", "C", "C", "C", "C", "C", "C", "C", "C", "C", "C", "C", "C", "C", "C", "C", "C", "H", "H", "H", "H", "H", "H", "H", "H", "H", "H", "H", "H", "H", "H", "H", "H", "H", "H", "H", "H", "H", "H", "H", "H", "H", "H", "H", "H", "H", "H", "H", "H", "H", "H", "H", "H", "H", "H", "H", "H", "H", "H", "H", "H", "H", "H", "H", "H", "H", "H", "H", "H", "H", "H", "H", "H", "H", "H", "H", "H", "H", "H", "H", "H", "H", "H", "H", "H", "H", "H", "H", "H", "H", "H", "H", "H", "H", "H", "H", "H", "H", "H", "H", "H", "H", "H", "H", "H", "H", "H", "H", "H", "H", "H", "H", "H", "H", "H", "H", "H", "H", "H", "H", "H", "H", "H", "H", "H", "H", "H", "H", "H", "H", "H", "H", "H", "H", "H", "H", "H", "H", "H", "H", "H", "H", "H", "H", "H", "H", "H", "H", "H", "H", "H", "H", "H", "H", "H", "H", "H", "H", "H", "H", "H", "H", "H", "H", "H", "H", "H", "H", "H", "H", "H", "H", "H", "H", "H", "H", "H", "H", "H", "H", "H", "H", "H", "H", "H", "H", "H", "H", "H", "H", "H", "H", "H", "H", "H", "H", "H", "H", "H", "H", "H", "H", "H", "H", "H", "H", "H", "H", "H", "H", "H", "H", "H", "H", "H", "H", "H", "H", "H", "H", "H", "H", "H", "H", "H"], "positions_angstrom": [[19.723, 22.352, 31.378], [20.780, 16.511, 26.005], [16.718, 22.773, 15.278], [18.148, 17.342, 29.451], [15.767, 18.658, 23.162], [20.491, 19.345, 18.628], [17.443, 24.880, 25.636], [20.172, 15.209, 16.721], [16.957, 30.108, 23.341], [14.216, 16.172, 16.510], [17.043, 29.521, 27.400], [19.261, 15.871, 20.398], [14.931, 15.116, 24.231], [21.319, 26.665, 34.273], [17.956, 23.073, 20.688], [22.593, 12.456, 30.020], [16.400, 26.866, 19.809], [14.820, 18.210, 26.858], [19.771, 21.011, 26.832], [23.684, 27.072, 25.146], [24.615, 19.965, 23.251], [13.101, 11.350, 20.718], [15.160, 23.145, 31.047], [12.663, 19.636, 34.069], [24.232, 23.914, 27.018], [18.035, 26.784, 27.565], [25.494, 21.401, 25.393], [19.767, 19.952, 23.264], [11.972, 19.772, 28.478], [18.261, 17.129, 17.552], [22.632, 17.698, 17.858], [20.355, 15.347, 29.333], [13.882, 14.814, 19.988], [17.449, 22.623, 17.992], [19.937, 25.608, 31.076], [18.116, 14.476, 24.543], [16.199, 16.174, 21.745], [23.209, 21.259, 31.376], [16.377, 27.169, 22.741], [14.017, 19.675, 31.292], [16.809, 23.753, 25.210], [17.426, 28.925, 28.566], [19.803, 19.535, 19.884], [13.901, 16.231, 17.932], [20.933, 21.701, 31.731], [14.967, 21.819, 30.709], [20.209, 20.617, 24.449], [18.524, 15.178, 21.518], [15.805, 23.824, 29.959], [22.464, 27.742, 24.874], [16.978, 17.612, 30.163], [21.800, 19.883, 18.650], [16.144, 18.469, 26.690], [14.058, 21.103, 31.742], [15.565, 27.919, 21.709], [16.132, 30.571, 27.476], [23.432, 25.805, 25.674], [21.127, 25.826, 33.083], [18.543, 24.645, 26.536], [18.564, 21.864, 32.118], [21.981, 19.453, 16.179], [20.013, 15.821, 25.018], [22.591, 19.099, 17.547], [16.835, 13.868, 25.009], [18.807, 14.945, 16.578], [18.671, 26.550, 33.141], [16.742, 17.520, 21.344], [22.148, 22.311, 31.085], [22.075, 16.785, 25.622], [14.322, 14.912, 18.563], [24.624, 25.225, 26.468], [20.437, 16.771, 29.599], [22.415, 11.116, 30.537], [15.773, 14.901, 25.377], [18.925, 20.690, 27.904], [18.087, 24.200, 21.560], [20.542, 16.267, 20.909], [14.155, 19.225, 27.637], [12.129, 10.416, 20.144], [18.299, 16.905, 15.043], [18.547, 27.967, 28.267], [12.246, 19.223, 26.001], [16.227, 28.125, 20.337], [19.924, 26.458, 32.274], [15.035, 19.741, 23.710], [16.499, 22.737, 13.917], [24.647, 20.220, 25.641], [24.049, 20.529, 22.063], [21.458, 13.234, 30.048], [17.882, 21.659, 17.081], [14.002, 18.605, 32.295], [14.388, 17.443, 15.803], [12.927, 12.610, 20.166], [15.842, 18.668, 21.764], [18.014, 16.210, 16.424], [19.171, 20.550, 25.641], [12.811, 18.549, 33.209], [16.889, 21.489, 15.913], [12.654, 19.028, 27.435], [18.744, 15.296, 25.617], [23.775, 20.039, 24.432], [17.436, 28.930, 24.048], [14.101, 13.487, 20.513], [11.781, 19.331, 35.161], [23.711, 20.451, 26.812], [17.050, 15.118, 21.158], [21.592, 14.622, 29.486], [17.670, 27.734, 23.112], [16.526, 22.096, 18.950], [18.008, 30.861, 22.739], [20.730, 21.998, 24.324], [22.390, 26.359, 35.007], [17.017, 26.679, 18.492], [22.056, 22.482, 29.537], [19.235, 17.357, 30.355], [14.032, 16.208, 24.527], [25.884, 25.084, 25.691], [20.923, 14.103, 17.129], [19.076, 25.960, 26.988], [16.586, 22.985, 20.234], [20.653, 15.072, 24.546], [23.070, 22.820, 29.168], [14.374, 21.753, 29.808], [16.218, 31.147, 26.534], [19.287, 24.030, 26.003], [21.652, 17.359, 17.817], [16.018, 22.562, 21.046], [15.535, 22.140, 18.614], [17.915, 20.940, 27.701], [22.661, 28.737, 24.441], [17.646, 17.721, 14.838], [14.241, 13.702, 21.639], [20.892, 24.762, 33.332], [14.085, 17.359, 14.778], [19.301, 17.288, 15.088], [25.187, 19.301, 25.779], [19.602, 24.712, 31.388], [21.120, 15.424, 21.225], [18.815, 22.054, 33.144], [16.649, 14.162, 21.500], [16.767, 17.544, 20.236], [19.504, 20.591, 20.012], [18.911, 14.759, 26.544], [18.241, 22.999, 18.529], [21.091, 13.356, 31.074], [19.872, 25.836, 27.723], [14.563, 16.980, 18.480], [19.166, 24.380, 21.781], [14.856, 18.513, 21.415], [16.708, 27.489, 17.784], [22.311, 27.063, 35.845], [16.934, 15.924, 16.417], [18.857, 27.055, 34.090], [12.851, 17.636, 33.784], [22.042, 25.903, 32.476], [21.094, 21.737, 32.829], [15.043, 30.329, 27.577], [18.078, 26.590, 18.517], [18.936, 19.619, 28.085], [16.548, 28.489, 29.032], [14.544, 21.229, 32.677], [18.253, 20.903, 31.831], [18.363, 29.114, 24.585], [22.342, 18.680, 15.463], [17.770, 22.497, 31.812], [23.067, 17.205, 17.101], [22.744, 15.893, 25.415], [16.474, 13.331, 24.128], [16.034, 24.818, 30.315], [16.295, 31.280, 28.307], [13.398, 15.994, 25.377], [18.935, 19.361, 23.350], [23.103, 19.570, 27.103], [26.223, 25.972, 25.120], [12.004, 10.619, 19.104], [20.550, 12.758, 29.608], [15.156, 14.497, 26.215], [24.765, 25.869, 27.328], [16.239, 19.615, 21.304], [23.118, 19.134, 24.550], [15.892, 21.300, 30.602], [14.049, 17.652, 31.712], [20.302, 19.104, 20.803], [18.927, 30.482, 23.205], [22.350, 25.364, 35.350], [15.897, 24.075, 24.699], [18.223, 24.103, 27.443], [14.652, 17.050, 24.741], [16.310, 23.778, 13.616], [21.361, 16.869, 30.313], [12.905, 16.405, 18.222], [17.498, 24.016, 22.489], [19.866, 15.054, 28.456], [19.483, 18.373, 30.732], [22.042, 17.489, 24.767], [19.222, 25.857, 30.462], [16.892, 21.086, 19.311], [12.536, 18.312, 25.467], [24.039, 21.825, 31.257], [13.360, 16.312, 23.656], [18.332, 28.087, 22.295], [15.431, 14.838, 18.369], [16.540, 17.817, 25.860], [20.403, 17.057, 21.656], [12.187, 20.750, 28.559], [15.467, 20.678, 23.374], [21.923, 27.128, 24.060], [20.646, 17.412, 28.714], [21.075, 20.039, 24.812], [23.212, 21.064, 32.385], [23.358, 10.630, 30.442], [19.435, 21.100, 28.774], [14.380, 15.524, 20.570], [11.153, 10.539, 20.603], [18.246, 25.559, 33.325], [17.639, 25.110, 21.130], [16.278, 24.034, 20.066], [21.666, 10.560, 30.012], [13.040, 21.560, 31.714], [19.017, 27.614, 29.224], [17.928, 31.952, 22.993], [15.156, 19.690, 24.750], [26.076, 21.503, 26.241], [18.412, 14.479, 17.517], [19.884, 22.660, 23.949], [19.295, 28.562, 27.667], [17.311, 22.327, 13.362], [15.022, 13.014, 20.256], [14.515, 18.980, 28.615], [20.928, 20.603, 31.449], [21.700, 21.522, 29.158], [15.451, 28.686, 19.719], [11.139, 19.353, 25.912], [18.660, 13.694, 24.284], [18.869, 14.139, 21.627], [17.129, 18.608, 30.697], [16.646, 28.693, 24.782], [14.459, 20.219, 27.380], [21.590, 22.049, 23.677], [21.117, 22.321, 25.249], [10.976, 19.761, 28.480], [18.651, 15.733, 22.440], [22.201, 14.590, 28.611], [16.943, 15.096, 20.086], [12.625, 9.486, 20.240], [18.909, 16.687, 31.142], [15.893, 21.219, 16.239], [18.218, 21.197, 25.408], [26.674, 24.727, 26.417], [10.840, 19.051, 34.726], [21.822, 14.530, 17.601], [16.540, 23.018, 26.023], [16.153, 17.556, 29.422], [15.200, 23.932, 29.051], [23.333, 23.934, 27.497], [21.045, 16.847, 20.112], [24.693, 20.232, 21.223], [13.672, 18.181, 16.240], [13.151, 19.632, 30.762], [17.795, 27.133, 32.700], [12.953, 12.501, 19.110], [18.959, 18.887, 19.849], [23.094, 21.247, 26.560], [18.201, 30.664, 21.657], [23.550, 19.458, 17.461], [18.353, 16.122, 14.280], [22.064, 11.154, 31.588], [12.175, 18.523, 35.775], [22.568, 25.856, 26.331], [14.002, 19.787, 23.402], [21.234, 13.579, 16.236], [24.242, 21.612, 22.075], [11.966, 13.049, 20.559], [16.739, 18.223, 27.574], [17.064, 13.267, 25.876], [16.836, 16.916, 30.989], [17.991, 20.736, 17.638], [22.149, 15.221, 30.215], [19.809, 16.489, 24.220], [15.422, 17.871, 15.911], [15.598, 22.181, 13.647], [17.213, 28.627, 20.390], [24.340, 20.725, 27.652], [17.287, 20.813, 15.157], [12.711, 20.096, 25.550], [12.463, 17.971, 27.625], [23.116, 20.842, 24.324], [22.298, 23.326, 31.543], [17.434, 23.293, 24.432], [16.370, 19.527, 26.360], [23.323, 26.451, 34.469], [18.791, 21.964, 16.575], [18.543, 14.263, 15.700], [13.821, 14.106, 17.982], [18.959, 17.797, 17.399], [23.038, 20.176, 21.844], [21.756, 20.998, 18.451], [18.165, 27.007, 23.744], [16.100, 15.933, 22.658], [23.155, 25.122, 24.806], [16.543, 26.233, 22.414], [17.763, 17.721, 21.652], [20.172, 27.423, 31.859], [20.422, 13.522, 17.892], [15.311, 28.927, 22.077], [22.639, 17.215, 26.507], [11.864, 18.415, 32.601], [19.683, 20.571, 22.465], [26.147, 21.168, 24.576], [18.490, 16.559, 18.422], [14.632, 27.380, 21.601], [20.895, 19.347, 16.210], [24.248, 23.240, 26.259], [16.808, 23.455, 29.780], [14.935, 18.696, 32.894], [22.281, 19.837, 19.599], [11.680, 20.281, 35.714], [18.126, 16.124, 25.934], [21.834, 27.936, 25.725], [16.639, 25.707, 18.250], [19.543, 26.445, 26.138], [21.251, 23.177, 29.333], [18.861, 19.464, 25.706], [16.107, 15.874, 25.778], [25.740, 24.231, 25.035], [17.210, 26.973, 27.027], [17.756, 29.681, 29.255], [22.190, 20.474, 15.906]]}